1.
35
Properties=species:S:1:pos:R:3:forces:R:3:mulliken_charge:R:1 method="wB97M-V/def2-TZVPD" fmax_ha_per_bohr=0.0916 molar_mass_da=206.309 e_homo_ev=-11.9 total_charge=+1 gap_ev=9.24 e_above_lowest_ev=4.510
C -3.85631 -0.47165 0.90136 -1.57 -0.88 -0.54 -0.320
C -3.28272 0.63125 1.43884 3.72 0.44 -2.08 -0.950
C -3.15641 -1.15033 -0.08521 -0.98 -2.27 -0.73 -0.844
C -2.03475 1.12799 0.89148 -1.92 -2.05 -0.81 -0.289
C -1.93045 -0.68140 -0.61270 -1.06 -3.50 -0.79 -0.183
C -1.37721 0.45515 -0.20117 -0.03 3.86 2.31 0.312
C 0.38122 2.31591 -0.39514 2.59 -2.33 -1.66 -0.793
C 1.07705 2.17072 0.93419 1.89 2.30 0.90 -0.628
C 1.07707 -0.13012 0.56007 -1.29 2.35 -2.80 -0.687
C -0.04658 0.93697 -0.78449 -1.10 -3.35 3.13 1.538
C 0.15277 0.50181 -2.17152 -0.48 0.92 -3.19 -1.609
C 3.17675 -1.39741 0.90591 -0.62 2.59 -0.92 -0.788
C 1.26726 -2.25317 -0.54079 0.16 -1.40 1.82 -0.902
N 2.02516 -1.13581 -0.02049 -0.84 3.74 -0.73 0.318
O 1.76710 0.90246 1.09455 -0.04 0.78 0.12 -0.427
H -4.91578 -0.74313 1.23891 1.89 -0.09 -0.50 0.317
H -3.68139 0.94960 2.32475 -0.90 1.74 1.90 0.474
H -3.66227 -2.15830 -0.35171 1.37 1.79 -0.16 0.261
H -1.71155 2.05209 1.24941 0.78 1.24 0.67 0.341
H -1.27329 -1.26944 -1.29470 -1.61 0.14 0.31 0.177
H -0.45004 2.94486 -0.29710 -0.99 1.25 -0.24 0.401
H 1.16238 2.59742 -1.21811 -1.54 0.21 1.61 0.321
H 1.78308 3.04128 0.91691 0.47 -1.28 0.19 0.374
H 0.58099 2.44733 1.86181 -1.01 -0.77 -0.18 0.361
H 0.35421 -0.67409 1.10355 -0.83 -0.30 1.25 0.548
H 1.19754 0.62088 -2.43330 0.40 0.68 -0.41 0.547
H -0.51947 1.19335 -2.91064 1.72 -1.57 1.65 0.246
H -0.00556 -0.53973 -2.52122 -0.54 0.60 0.76 0.383
H 3.00372 -0.75097 1.76466 0.20 -0.62 0.23 0.342
H 3.18674 -2.40836 1.03559 0.26 -2.61 0.93 0.304
H 4.06589 -1.05913 0.42181 0.67 0.06 -0.26 0.375
H 1.23865 -2.97969 0.31204 -0.44 0.24 -1.20 0.372
H 0.30290 -1.97691 -0.93254 -0.14 0.18 0.44 0.266
H 1.85702 -2.55857 -1.34380 0.75 -1.49 -1.27 0.410
H 2.24627 -0.55083 -0.84119 1.07 -0.62 0.25 0.433


2.
62
Properties=species:S:1:pos:R:3:forces:R:3:mulliken_charge:R:1 method="wB97M-V/def2-TZVPD" fmax_ha_per_bohr=0.2947 molar_mass_da=711.101 e_homo_ev=-9.3 total_charge=0 gap_ev=4.76
C -4.59282 0.56634 -1.20460 3.28 -1.19 1.04 -0.992
C -3.36382 -0.25557 -0.85988 -3.55 2.34 -0.81 -0.034
C -1.92529 0.50905 -1.02911 -1.65 0.04 0.42 -0.889
C -0.59087 -0.12762 -0.32457 -0.03 0.17 -1.34 1.660
C -1.13485 -0.52511 1.14733 -0.30 0.13 1.81 -0.685
C -0.19856 -1.20907 2.25994 -0.43 -1.20 1.56 -0.738
C 0.47997 1.17972 -0.38836 -4.20 3.11 1.87 -0.974
P 0.14219 2.56750 -1.72332 -1.59 -1.17 -6.13 0.209
O 0.12228 2.01803 -3.20527 0.55 1.53 4.68 -0.584
N 1.96864 0.80124 -0.15765 -1.75 -1.43 0.15 0.736
P 2.55346 1.19345 1.47415 3.15 -1.89 12.10 0.375
N 3.39963 -0.00239 2.23303 -2.53 2.53 -2.66 -0.726
O 3.62637 2.56444 1.63210 -4.61 -1.05 -1.97 -0.379
O 1.27965 1.57453 2.65597 1.50 1.36 -4.57 -0.295
S 3.20199 1.44151 -1.19294 1.99 9.29 -11.81 0.876
O 2.98289 1.24407 -2.74535 0.06 -1.74 6.53 -0.478
O 3.37525 3.01242 -1.19127 -1.03 -5.78 2.53 -0.573
C 4.94214 0.79429 -0.89265 7.32 -2.65 0.69 0.790
F 5.62009 0.60741 -2.23258 -3.12 0.87 4.84 -0.190
F 5.83939 1.76564 -0.17450 -3.98 -3.59 -2.53 -0.179
F 5.03153 -0.52021 -0.22857 -0.72 4.79 -2.29 -0.164
C 1.87257 -0.66436 -0.64202 1.82 -6.78 -1.65 -0.220
F 2.16128 -1.77133 0.30911 -0.82 3.44 -1.30 -0.368
C 0.37250 -1.17338 -1.20889 -0.47 0.61 2.76 0.332
B 0.21005 -2.81371 -0.94897 0.95 -3.46 0.68 0.091
C -1.07825 -3.56233 -0.21354 -1.20 -0.31 -1.35 -0.675
O 1.18740 -3.83175 -1.48515 -2.33 2.89 -0.42 -0.604
N 0.06503 -1.09074 -2.66795 0.52 -2.25 -1.60 0.567
C -0.89160 -2.09108 -3.24139 0.21 -5.42 -6.73 0.520
O -0.47950 -2.92526 -4.24579 -2.51 5.91 7.23 -0.492
F -2.35180 -2.23100 -3.00401 5.07 1.56 0.37 -0.193
C 1.22793 -1.18476 -3.61171 0.97 4.78 -9.11 0.471
O 1.18667 -0.37495 -4.70815 0.49 -6.18 8.50 -0.467
F 2.38415 -2.10224 -3.57069 -3.85 2.58 1.15 -0.218
H -5.44441 0.20548 -1.92065 1.35 0.15 2.39 0.265
H -4.68044 1.67451 -0.77875 0.72 -2.18 -1.79 0.236
H -3.55234 -1.33531 -0.45755 0.80 1.80 -1.79 0.111
H -2.13953 1.52912 -0.44387 0.55 -1.96 -1.47 0.557
H -1.85161 0.65430 -2.19972 0.32 -0.04 2.58 0.397
H -1.58699 0.47298 1.62483 0.96 -2.04 -1.09 0.237
H -2.05481 -1.29088 1.17439 1.98 2.06 -0.89 0.044
H -0.67545 -0.94907 3.32517 0.98 -0.40 -2.47 0.378
H -0.27437 -2.39927 2.20261 0.31 2.66 -0.07 0.157
H 0.91629 -0.95342 2.33308 -1.77 -0.23 -0.44 -0.147
H -0.04332 1.79107 0.49917 2.01 -1.06 -1.05 0.369
H 0.96057 3.74475 -1.52197 -0.11 -1.08 0.48 0.170
H -1.21119 3.13334 -1.55250 1.41 -0.67 0.92 0.229
H 2.90142 -0.29655 3.11332 0.47 0.47 -1.24 0.300
H 2.99454 3.36448 1.55838 1.73 -1.02 -0.02 0.384
H 0.86805 2.44824 2.38576 0.07 -1.10 0.96 0.320
H 2.79113 -0.88601 -1.37472 -2.18 0.85 1.22 0.312
H -2.07742 -2.92248 -0.25742 2.16 -1.36 0.55 0.133
H -0.83946 -3.99691 0.84629 -0.42 1.08 -1.96 0.323
H -1.32471 -4.51739 -0.88955 0.66 1.98 1.44 0.330
H 0.91620 -4.12139 -2.40367 0.47 0.32 1.40 0.379
F -4.62875 1.56209 5.14313 -2.22 -0.11 5.08 -0.338
P -3.31676 1.60949 4.30308 -1.22 0.36 1.54 0.888
F -2.59675 0.91108 5.49576 1.61 0.15 5.35 -0.348
F -4.46697 1.33118 3.28816 -1.36 -0.49 -5.73 -0.344
F -2.64514 2.49414 3.20986 2.74 0.42 -5.93 -0.327
F -2.56531 0.38708 3.69600 1.30 -3.69 -5.04 -0.183
F -2.99820 2.97255 4.98864 -0.52 3.32 4.39 -0.343


3.
43
Properties=species:S:1:pos:R:3:forces:R:3:mulliken_charge:R:1 method="wB97M-V/def2-TZVPD" fmax_ha_per_bohr=0.0769 molar_mass_da=359.260 e_homo_ev=-6.9 total_charge=0 gap_ev=7.12 e_above_lowest_ev=0.137
Be 0.11172 -0.28291 -0.71280 0.56 0.35 -1.68 1.994
H -1.07517 -0.64277 0.01838 -1.48 1.63 0.11 -0.512
H -1.16742 0.17190 -0.17499 -0.58 -1.86 0.94 0.028
P -0.20367 -2.49303 -1.19624 -0.09 -1.62 1.04 0.393
P -0.21672 1.83702 -1.24295 -0.38 2.44 1.24 0.751
C 1.26079 2.84848 -0.91081 0.22 0.07 -0.01 -1.504
H 1.05428 3.91117 -1.11857 0.22 -0.36 0.02 0.493
H 1.57400 2.73277 0.13507 -0.10 0.04 -0.43 0.294
H 2.04430 2.46502 -1.57790 0.02 0.29 0.13 0.372
C -0.56372 2.33218 -2.97068 0.14 -0.55 -0.04 -1.267
H -1.52946 1.89439 -3.27161 0.37 0.23 -0.06 0.358
H -0.59134 3.43519 -3.04375 0.00 -0.58 0.01 0.400
H 0.23900 1.91272 -3.59837 -0.39 0.24 0.02 0.390
C -1.56876 2.76288 -0.41502 -0.09 0.38 0.12 -1.383
H -1.50620 2.66713 0.67863 -0.05 -0.02 -0.50 0.293
H -1.51049 3.83174 -0.68514 -0.18 -0.37 0.14 0.436
H -2.52330 2.34606 -0.76707 0.13 0.19 0.10 0.396
C -0.36724 -2.99673 -2.94136 0.09 0.31 -0.05 -1.320
H -0.42823 -4.08961 -3.02158 0.01 0.26 0.06 0.421
H -1.27057 -2.54334 -3.36433 0.19 -0.07 0.00 0.372
H 0.50316 -2.63097 -3.49668 -0.20 -0.05 0.01 0.363
C 1.16284 -3.55376 -0.62049 0.18 -0.30 -0.13 -1.449
H 1.23682 -3.50343 0.47244 -0.02 0.05 -0.23 0.347
H 0.97828 -4.59311 -0.92359 0.19 0.16 0.09 0.446
H 2.10585 -3.21026 -1.05876 -0.06 -0.11 0.10 0.367
C -1.61047 -3.40749 -0.44532 -0.14 -0.21 -0.05 -1.324
H -2.56471 -2.97502 -0.77531 0.18 -0.11 0.13 0.363
H -1.56983 -4.46090 -0.76427 -0.12 0.28 0.14 0.423
H -1.55386 -3.36432 0.65204 -0.01 0.06 -0.33 0.335
C 1.67493 -0.24160 0.01591 3.90 -0.20 0.63 0.437
O 2.79755 -0.29079 0.28836 -3.42 0.27 -0.52 -0.391
H 0.13642 -0.21979 -2.04641 0.62 -0.73 -1.42 -0.292
F 0.11812 -1.50978 2.06858 0.07 0.07 -0.52 -0.263
C 0.26981 -0.25662 2.61458 0.21 1.18 1.68 0.371
C 0.25654 0.90304 1.88159 -0.10 -0.01 -0.74 0.442
C 0.34468 2.11438 2.54194 0.43 -0.94 1.31 -0.896
F 0.32074 3.33554 1.91015 0.02 -0.51 0.14 -0.400
C 0.53564 2.15316 3.93145 0.03 0.26 -0.57 0.092
F 0.72167 3.31101 4.59391 -0.15 -0.17 -0.09 -0.324
C 0.59527 0.96398 4.64924 0.10 0.01 0.01 0.614
F 0.81661 0.98871 5.97205 -0.09 0.06 -0.12 -0.311
C 0.45775 -0.25053 4.00315 -0.21 -0.52 -0.49 -0.037
F 0.50442 -1.40169 4.71652 0.00 0.48 -0.18 -0.319


4.
41
Properties=species:S:1:pos:R:3:forces:R:3:mulliken_charge:R:1 method="wB97M-V/def2-TZVPD" fmax_ha_per_bohr=0.0083 molar_mass_da=320.845 e_homo_ev=-9.6 total_charge=0 gap_ev=8.27 smiles="O=C1C=C(O)C(=O)C=C1O.CCOCC[SiH2]CCCCl" e_above_lowest_ev=0.000
O -0.66199 5.75152 -1.69622 -0.08 0.06 -0.03 -0.636
C 0.12827 5.97557 -0.79774 0.23 -0.21 0.03 1.017
C 1.28088 5.15373 -0.48967 -0.09 -0.03 -0.15 -0.812
C 2.07083 5.50203 0.53548 -0.02 -0.06 -0.06 0.316
O 3.14532 4.82385 0.90412 0.04 -0.09 -0.03 -0.571
C 1.80264 6.72237 1.38358 -0.23 0.22 -0.01 1.032
O 2.57968 6.93970 2.29526 0.08 -0.05 0.02 -0.633
C 0.65548 7.55033 1.06896 0.10 0.03 0.12 -1.048
C -0.13378 7.20317 0.04321 0.00 0.06 0.07 0.383
O -1.20461 7.88443 -0.32866 -0.04 0.08 0.04 -0.568
H 1.46330 4.27939 -1.09827 0.01 -0.02 0.04 0.371
H 3.51558 5.30133 1.67153 0.01 0.06 0.06 0.374
H 0.47402 8.42501 1.67699 -0.02 0.00 -0.01 0.416
H -1.58054 7.39987 -1.08949 0.00 -0.06 -0.06 0.378
C -0.76314 -6.87377 2.69937 -0.10 0.06 0.06 -1.146
C -1.31313 -5.84405 1.72218 -0.05 -0.05 0.05 -0.211
O -0.59569 -5.90987 0.50382 0.38 -0.19 0.02 -0.373
C -0.31246 -4.66886 -0.09649 -0.18 0.11 -0.10 -0.623
C -1.50878 -4.09137 -0.86562 0.23 0.25 0.05 -0.481
Si -1.62982 -2.21515 -0.88260 -0.24 -0.02 -0.18 0.418
C -0.54388 -1.44196 -2.20812 0.16 0.21 0.33 -0.911
C 0.87990 -1.10639 -1.72993 -0.08 0.02 -0.17 -0.529
C 0.93692 0.16139 -0.88199 -0.18 -0.02 0.17 -0.437
Cl 1.65264 1.53471 -1.77491 0.09 0.13 -0.13 -0.263
H -0.03201 -6.43596 3.37564 0.13 0.00 -0.04 0.278
H -0.28538 -7.68139 2.15231 -0.01 -0.09 -0.08 0.302
H -1.56167 -7.29611 3.30657 -0.04 -0.02 0.06 0.336
H -2.37240 -6.03139 1.53321 -0.10 0.00 -0.06 0.264
H -1.22859 -4.84094 2.14753 -0.04 0.11 0.02 0.323
H 0.03985 -3.96698 0.66792 -0.01 0.03 0.11 0.392
H 0.51934 -4.84250 -0.77669 0.07 -0.02 -0.05 0.290
H -2.43163 -4.48018 -0.43676 -0.08 -0.02 0.06 0.360
H -1.47457 -4.42107 -1.90513 -0.13 -0.15 -0.03 0.277
H -3.04137 -1.82634 -1.13366 0.03 -0.04 0.01 -0.216
H -1.24782 -1.66215 0.44285 0.04 -0.03 0.03 -0.135
H -0.49069 -2.09722 -3.07629 -0.12 -0.10 -0.07 0.397
H -1.02719 -0.51808 -2.53314 0.01 0.03 -0.16 0.400
H 1.51702 -0.96440 -2.60020 0.15 -0.03 0.02 0.436
H 1.31044 -1.92989 -1.15891 0.01 -0.11 0.03 0.222
H 1.52430 0.04049 0.02126 0.12 -0.01 0.00 0.386
H -0.05527 0.49713 -0.59131 -0.05 -0.06 0.04 0.226